67
Properties=species:S:1:pos:R:3:forces:R:3 method="wB97M-V/def2-TZVPD" gap_ev="5.28 / 5.28" multiplicity=1
Pd -0.174 -1.066 0.794 0.45 1.21 0.38
S -6.122 0.184 -4.055 0.00 -0.04 0.05
N -5.701 0.834 -2.634 -0.09 0.09 -0.10
C -4.657 0.160 -2.196 0.02 -0.27 -0.29
C -3.976 0.379 -0.942 0.29 -0.11 0.25
C -4.324 1.396 -0.055 0.02 -0.06 -0.01
C -3.658 1.475 1.151 -0.05 0.03 -0.04
C -2.709 0.507 1.455 -0.19 -0.06 0.04
N -2.351 -0.458 0.613 -0.13 0.04 -0.24
C -2.932 -0.502 -0.598 -0.29 0.44 0.35
C -2.429 -1.483 -1.564 0.15 -0.36 -0.45
N -1.283 -2.117 -1.268 -0.28 0.10 -0.02
C -0.788 -2.967 -2.145 0.10 -0.08 -0.09
C -1.382 -3.249 -3.375 -0.02 0.02 -0.02
C -2.550 -2.602 -3.701 -0.05 0.02 0.06
C -3.091 -1.696 -2.788 0.33 -0.04 0.23
C -4.252 -0.891 -3.079 -0.21 0.31 0.15
N -5.004 -0.982 -4.158 -0.06 0.06 -0.13
H -5.109 2.090 -0.322 0.01 0.01 -0.01
H -3.880 2.260 1.861 -0.01 -0.04 0.03
H -2.219 0.497 2.421 0.05 0.00 -0.02
H 0.148 -3.446 -1.876 0.00 0.03 0.04
H -0.912 -3.939 -4.062 0.00 -0.02 0.03
H -3.050 -2.766 -4.647 0.00 0.02 -0.01
Cl 1.854 -2.550 0.220 0.39 -0.69 -0.23
C 3.220 -1.567 0.618 0.39 0.36 0.11
C 4.435 -2.198 0.836 -0.05 -0.10 -0.04
C 5.558 -1.448 1.145 0.00 0.03 -0.01
C 5.462 -0.067 1.226 0.07 0.00 0.01
C 4.242 0.555 1.011 0.01 -0.04 -0.03
C 3.094 -0.177 0.709 0.01 -0.03 0.01
P 1.432 0.583 0.555 -0.76 -0.87 -0.36
C 1.216 0.685 -1.269 0.10 0.16 0.01
C 2.127 0.194 -2.198 -0.11 0.02 0.07
C 1.799 0.163 -3.550 0.04 -0.04 -0.05
C 0.576 0.644 -3.987 0.01 0.00 -0.08
C -0.325 1.174 -3.069 -0.04 -0.01 0.06
C -0.010 1.186 -1.722 0.08 0.02 -0.06
C 1.785 2.327 0.984 -0.06 0.01 0.04
C 1.700 2.680 2.331 -0.01 -0.03 -0.05
C 1.919 3.987 2.734 0.02 0.02 0.04
C 2.206 4.964 1.789 0.00 0.01 -0.01
C 2.286 4.624 0.446 0.02 0.05 -0.01
C 2.080 3.312 0.044 0.02 -0.03 0.05
H 4.493 -3.277 0.763 -0.02 0.01 -0.01
H 6.504 -1.944 1.318 -0.01 0.00 0.00
H 6.339 0.525 1.453 -0.02 0.01 0.01
H 4.175 1.634 1.080 0.01 -0.01 0.00
H 3.086 -0.184 -1.865 0.00 -0.01 -0.03
H 2.506 -0.243 -4.264 0.00 0.01 0.01
H 0.323 0.614 -5.039 0.01 -0.01 0.01
H -1.281 1.559 -3.407 0.01 0.01 0.02
H -0.717 1.572 -0.996 -0.05 -0.02 -0.02
H 1.454 1.911 3.056 -0.02 0.03 0.02
H 1.856 4.252 3.782 -0.01 -0.02 0.00
H 2.361 5.990 2.099 0.01 -0.01 0.00
H 2.514 5.385 -0.290 -0.01 -0.01 0.00
H 2.147 3.049 -1.005 0.00 0.02 0.00
N -1.100 -1.597 5.959 -0.27 0.49 0.24
N -1.068 -2.147 4.700 0.26 -0.22 -0.35
N -1.969 -2.999 4.285 -0.05 -0.02 0.11
C -1.574 -3.189 3.031 -0.01 0.18 -0.07
N -0.498 -2.453 2.722 0.02 -0.38 0.05
N -0.170 -1.800 3.811 -0.21 0.01 0.41
H -1.359 -2.304 6.630 0.07 -0.20 0.01
H -0.191 -1.201 6.154 0.12 -0.06 -0.02
H -2.081 -3.842 2.344 0.02 0.02 -0.03

68
Properties=species:S:1:pos:R:3:forces:R:3 method="wB97M-V/def2-TZVPD" gap_ev="6.65 / 6.66" multiplicity=2 relative_energy_ev=0.000
Ti 0.144 -0.559 -0.171 0.21 0.24 0.00
O 0.123 2.464 2.729 -0.14 0.95 1.24
C -0.224 1.647 1.921 0.70 -0.16 -0.92
O 0.597 0.923 1.227 -0.53 -0.34 -0.21
C -1.671 1.430 1.566 -0.37 -0.68 -0.47
C -2.812 2.039 2.073 0.80 0.08 -0.28
C -4.033 1.599 1.571 -0.50 0.85 0.48
C -4.137 0.601 0.613 0.53 0.48 0.64
C -2.942 0.057 0.199 -0.11 -0.96 -0.42
N -1.785 0.471 0.646 1.02 0.24 0.41
C -2.769 -1.176 -0.674 -0.47 -0.14 -0.75
O -3.735 -1.702 -1.204 0.17 0.17 0.30
O -1.540 -1.574 -0.775 -0.05 0.15 0.11
H -2.686 2.872 2.768 -0.27 -0.43 -0.07
H -4.920 2.097 1.962 0.00 -0.24 -0.20
H -5.081 0.260 0.256 -0.39 -0.28 -0.30
I 6.860 2.406 2.071 0.12 0.00 0.02
C 5.224 1.649 1.036 -0.23 0.77 -0.65
C 4.549 2.465 0.110 0.14 -0.26 0.67
C 3.445 1.974 -0.550 -0.36 -0.18 0.08
I 2.432 3.103 -1.954 0.01 0.34 -0.25
C 2.917 0.694 -0.299 -0.03 0.08 -0.46
O 1.901 0.188 -0.975 -0.16 0.02 0.53
C 3.617 -0.083 0.621 0.52 -0.13 -0.08
C 3.184 -1.500 0.701 -0.36 -0.90 0.43
N 1.760 -1.664 1.133 0.36 0.14 -0.48
C 1.635 -1.312 2.541 -0.23 -0.27 0.08
C 0.210 -1.468 2.983 -0.20 -0.23 -1.04
C -0.211 -1.189 4.260 -0.21 0.41 1.43
C -1.572 -1.317 4.563 0.34 -0.42 -0.93
C -2.422 -1.804 3.556 -0.19 0.18 0.34
C -1.908 -2.089 2.302 0.68 0.39 0.71
N -0.624 -1.882 2.015 0.32 0.13 0.06
C 4.785 0.369 1.243 -0.42 -1.16 0.20
H 4.853 3.489 -0.036 0.14 0.05 -0.13
H 3.812 -2.069 1.397 0.12 0.12 -0.01
H 3.286 -1.974 -0.274 -0.13 0.03 -0.15
H 1.485 -2.641 1.030 0.13 0.13 -0.03
H 1.946 -0.288 2.641 0.13 0.51 0.17
H 2.286 -1.933 3.156 0.14 -0.14 0.18
H 0.522 -0.840 5.021 -0.68 -0.27 -0.66
H -1.953 -1.078 5.546 0.00 0.04 -0.01
H -3.489 -1.929 3.713 0.18 -0.02 0.17
H -2.504 -2.465 1.497 -0.40 -0.13 -0.26
H 5.344 -0.363 1.843 -0.23 0.56 -0.04
C -3.299 3.522 -2.285 0.40 -0.07 -0.39
C -2.182 3.604 -1.467 0.22 -0.45 0.02
C -1.242 2.578 -1.456 0.23 0.51 0.39
C -1.401 1.488 -2.288 0.10 -0.03 -0.28
C -2.522 1.356 -3.083 -0.58 1.06 0.15
C -3.453 2.411 -3.104 0.19 -0.63 0.51
N -0.425 0.443 -2.223 -0.68 0.40 2.46
N -0.094 -0.057 -3.269 0.30 -0.19 -1.66
C 0.704 -1.227 -3.219 -0.11 -1.32 0.38
C 1.188 -1.629 -4.454 0.48 -1.27 1.28
C 1.780 -2.912 -4.496 -0.21 2.05 -1.10
C 1.813 -3.686 -3.387 0.13 -2.43 0.98
C 1.261 -3.251 -2.201 -0.63 2.59 0.46
N 0.754 -2.004 -2.100 0.13 0.34 -0.65
H -4.011 4.342 -2.320 -0.01 -0.20 0.07
H -2.055 4.449 -0.820 0.13 0.30 0.24
H -0.364 2.616 -0.812 -0.21 0.08 -0.12
H -2.698 0.432 -3.587 -0.08 -0.35 -0.51
H -4.364 2.326 -3.661 -0.19 -0.17 -0.41
H 1.099 -0.965 -5.287 -0.02 0.09 -0.40
H 2.214 -3.220 -5.424 0.14 -0.40 -0.32
H 2.182 -4.729 -3.390 -0.02 0.77 -0.28
H 1.214 -3.787 -1.262 0.18 -0.43 -0.27

67
Properties=species:S:1:pos:R:3:forces:R:3 method="wB97M-V/def2-TZVPD" total_charge=+3 gap_ev=5.91 multiplicity=1 relative_energy_ev=0.000
Zr -0.507 -0.735 -0.925 -0.46 -0.02 0.43
C 2.038 -3.850 1.231 -0.05 -0.08 -0.03
C 0.965 -3.209 0.622 0.04 0.04 0.01
N 0.972 -1.886 0.444 -0.03 0.03 -0.05
C 2.045 -1.203 0.887 0.11 0.24 -0.11
C 3.123 -1.874 1.444 -0.05 -0.11 0.13
N 3.118 -3.190 1.620 -0.04 0.10 -0.03
C 2.012 0.262 0.680 -0.08 -0.09 0.00
C 2.983 1.124 1.136 0.04 -0.03 0.01
C 2.880 2.495 0.877 0.02 0.03 -0.02
C 1.768 2.929 0.143 0.00 0.01 -0.01
C 0.829 2.023 -0.287 -0.05 -0.01 0.01
N 0.933 0.700 -0.006 0.06 0.12 0.03
C -0.369 2.403 -1.067 0.30 -0.08 0.03
C -0.579 3.661 -1.613 -0.19 0.08 0.04
N -1.690 3.957 -2.278 0.02 -0.09 0.03
C -2.596 3.000 -2.422 -0.04 0.01 0.01
C -2.378 1.712 -1.945 0.05 0.02 -0.01
N -1.262 1.422 -1.275 0.05 -0.13 -0.08
C 3.898 3.442 1.347 -0.07 -0.03 0.00
C 5.238 3.071 1.415 -0.02 0.03 0.01
C 6.159 4.014 1.849 0.13 0.06 0.04
N 5.829 5.245 2.230 -0.17 -0.16 -0.08
C 4.543 5.585 2.176 0.05 0.12 0.08
C 3.542 4.733 1.732 0.07 -0.04 -0.02
H 2.017 -4.923 1.382 0.04 0.00 0.02
H 0.109 -3.765 0.271 0.00 -0.01 -0.01
H 4.013 -1.343 1.754 0.02 -0.04 0.03
H 3.816 0.757 1.717 -0.01 0.00 -0.01
H 1.669 3.977 -0.099 0.00 0.00 0.02
H 0.159 4.447 -1.523 -0.02 0.02 0.00
H -3.514 3.244 -2.942 0.02 0.03 -0.02
H -3.089 0.916 -2.126 -0.01 -0.01 0.00
H 5.583 2.095 1.100 -0.01 0.01 0.00
H 7.213 3.765 1.889 0.00 0.01 0.01
H 4.296 6.586 2.509 0.02 0.00 -0.02
H 2.514 5.071 1.731 0.00 0.00 0.01
C -2.752 0.716 2.777 0.07 0.01 -0.07
C -1.857 0.565 1.721 -0.06 -0.03 0.03
N -1.902 -0.466 0.876 0.09 -0.01 0.00
C -2.868 -1.410 1.067 0.08 0.00 -0.03
C -3.818 -1.327 2.084 -0.09 -0.06 0.05
C -3.739 -0.224 2.955 -0.06 -0.01 0.04
C -4.815 -2.355 2.205 0.05 0.06 0.00
C -4.831 -3.402 1.352 0.06 -0.02 -0.07
C -3.849 -3.513 0.309 -0.12 -0.02 0.05
C -3.807 -4.588 -0.602 -0.04 -0.06 0.00
C -2.835 -4.623 -1.571 0.05 0.06 -0.01
C -1.904 -3.587 -1.636 -0.01 -0.01 0.01
N -1.908 -2.560 -0.786 -0.02 0.09 0.02
C -2.880 -2.521 0.171 0.11 -0.01 0.04
H -2.659 1.570 3.433 -0.02 0.00 0.01
H -1.082 1.301 1.555 0.00 0.01 0.02
H -4.457 -0.126 3.761 0.01 0.01 0.00
H -5.552 -2.274 2.993 0.01 0.01 0.00
H -5.581 -4.177 1.442 0.00 0.00 0.00
H -4.543 -5.380 -0.530 0.00 0.01 0.00
H -2.776 -5.432 -2.285 -0.02 -0.01 0.01
H -1.125 -3.590 -2.385 0.01 -0.01 -0.01
C 0.611 -1.362 -4.999 0.01 0.00 -0.03
S 0.262 -0.969 -3.347 0.06 -0.15 -0.17
O 0.845 0.282 -2.876 0.07 -0.02 -0.08
O 0.701 -2.031 -2.381 -0.05 0.10 -0.04
O -1.210 -0.883 -3.055 0.05 0.05 -0.14
H 1.658 -1.668 -5.034 0.00 0.02 -0.03
H 0.445 -0.457 -5.584 -0.01 -0.03 -0.03
H -0.052 -2.170 -5.303 0.02 0.00 -0.02

68
Properties=species:S:1:pos:R:3:forces:R:3 method="wB97M-V/def2-TZVPD" total_charge=+1 gap_ev="5.62 / 5.62" multiplicity=1 relative_energy_ev=1.116
Au 0.169 0.251 -0.414 0.11 -0.88 1.63
C -3.769 -4.822 -2.884 0.02 0.05 -0.15
C -3.130 -3.806 -1.985 0.08 0.10 0.12
C -3.880 -2.940 -1.188 0.03 -0.19 -0.06
C -3.263 -1.989 -0.414 0.36 0.30 0.06
C -1.861 -1.864 -0.342 -0.44 -0.16 -0.67
N -1.293 -0.893 0.472 1.26 0.63 -0.43
C -1.860 -0.520 1.688 0.06 0.27 0.40
C -2.306 -1.520 2.570 0.29 0.02 -0.28
C -2.840 -1.230 3.805 -0.04 0.06 0.01
C -2.927 0.085 4.260 0.01 0.04 -0.11
C -3.453 0.429 5.624 0.06 0.02 0.03
C -2.472 1.077 3.411 0.05 0.11 0.06
C -1.967 0.801 2.142 -0.22 -0.53 0.10
N -1.628 1.913 1.323 -0.37 0.26 0.01
C -2.227 3.119 1.326 0.12 -0.05 -0.13
C -1.491 3.969 0.525 0.14 -0.06 -0.05
C -0.441 3.193 0.050 -0.06 0.31 0.01
N -0.528 1.961 0.553 0.41 -0.81 -0.82
C -1.112 -2.724 -1.165 -0.62 0.08 0.33
C -1.753 -3.659 -1.969 0.05 -0.02 -0.12
N 0.304 -2.689 -1.196 0.17 -0.26 -0.03
C 1.141 -3.696 -1.537 0.16 0.14 0.06
C 2.424 -3.200 -1.557 -0.06 0.09 0.07
C 2.298 -1.855 -1.211 0.23 -0.17 0.09
N 1.021 -1.576 -0.989 -0.44 1.06 -0.06
H -4.788 -5.046 -2.578 0.01 -0.02 0.03
H -3.191 -5.745 -2.900 -0.05 -0.03 0.02
H -3.802 -4.442 -3.908 -0.04 -0.02 0.01
H -4.961 -3.002 -1.196 0.00 0.00 0.00
H -3.859 -1.294 0.161 -0.03 -0.01 0.08
H -2.201 -2.547 2.250 -0.06 -0.06 0.00
H -3.174 -2.040 4.440 0.00 -0.01 -0.01
H -4.038 -0.389 6.039 -0.02 0.01 0.01
H -4.077 1.322 5.588 -0.04 -0.03 0.02
H -2.630 0.637 6.310 -0.02 -0.03 0.01
H -2.501 2.105 3.752 0.02 0.03 -0.03
H -3.136 3.291 1.873 0.02 -0.06 0.08
H -1.689 5.000 0.296 -0.02 0.00 0.05
H 0.366 3.471 -0.608 -0.06 -0.10 -0.08
H -1.167 -4.280 -2.633 0.05 0.01 0.00
H 0.789 -4.695 -1.717 -0.13 0.02 0.03
H 3.331 -3.733 -1.777 -0.02 -0.01 -0.03
H 3.058 -1.100 -1.106 -0.06 0.03 0.03
O 1.789 3.149 -5.263 0.35 0.45 -0.21
C 2.469 3.602 -4.243 0.02 0.08 -0.07
O 3.128 4.608 -4.270 0.00 0.02 0.04
C 2.409 2.785 -2.978 0.14 -0.06 0.18
C 3.295 2.909 -1.913 -0.22 -0.02 -0.11
Cl 4.551 4.030 -1.786 -0.05 0.03 0.06
N 2.962 2.004 -0.948 -0.07 0.23 0.06
N 1.854 1.331 -1.367 -0.77 -0.42 0.11
C 1.520 1.783 -2.575 0.34 0.05 -0.15
C 0.345 1.159 -3.327 -0.26 -0.09 0.13
O 0.373 1.241 -4.557 -0.15 -0.23 0.13
O -0.524 0.607 -2.609 0.02 0.07 -0.41
C 3.668 1.639 0.257 0.15 -0.15 0.27
C 3.006 0.981 1.292 -0.07 0.20 -0.26
C 3.679 0.603 2.440 -0.01 0.05 -0.06
C 5.025 0.893 2.584 0.01 -0.07 0.12
C 5.692 1.536 1.557 -0.01 0.03 0.00
C 5.030 1.899 0.394 -0.07 -0.12 -0.15
H 1.272 2.314 -5.054 -0.17 -0.15 0.03
H 1.957 0.766 1.216 -0.20 0.00 0.06
H 3.135 0.093 3.223 0.02 0.01 0.01
H 5.548 0.615 3.489 0.02 0.00 -0.02
H 6.746 1.761 1.653 0.01 -0.01 -0.04
H 5.587 2.365 -0.399 0.06 -0.04 0.00

Q: Among the records above, which one has the highest multiplicity?
A: C31H23I2N6O5Ti

Q: Which value of multiplicity does entry 2 give?
A: 2